Entry 1:
126
Properties=species:S:1:pos:R:3:forces:R:3 method="wB97M-V/def2-TZVPD" homo_energy_ev=-10.91 lumo_energy_ev=0.2810 total_energy_ev=-124209.9638 de_lowest_ev=0.000 smiles="FC(F)C(F)(F)COC(F)(F)C(F)F.FC(F)C(F)(F)COC(F)(F)C(F)F.FC(F)C(F)(F)COC(F)(F)C(F)F.O=C1CCCO1.CCCC#N.CCCC#N.CCCC#N.CCCC#N.CCCC#N"
C 21.40860 -1.86992 -1.13412 -0.55 -0.08 0.67
C 22.71574 -2.01995 -0.37079 -0.88 0.08 0.04
C 23.56448 -0.76670 -0.43244 1.09 -0.42 -0.95
F 22.82594 0.32777 -0.18286 -0.06 0.13 0.39
F 24.58794 -0.87239 0.43911 -0.13 0.27 0.27
F 22.42354 -2.30354 0.92231 -0.25 0.06 -0.23
F 23.40625 -3.06504 -0.88590 0.24 0.04 0.10
O 21.69658 -1.78753 -2.52079 0.15 0.23 -0.29
C 20.85677 -2.48686 -3.30742 0.05 -0.34 0.37
C 21.12075 -2.17361 -4.77332 0.53 1.77 0.09
F 20.41241 -2.97687 -5.55744 -0.17 -0.27 -0.24
F 20.74362 -0.86641 -4.98841 -0.26 -0.56 0.03
F 21.07167 -3.82397 -3.11931 -0.27 -0.04 -0.04
F 19.57073 -2.24081 -2.98282 -0.01 -0.19 -0.18
H 20.85561 -0.98231 -0.82913 0.27 0.12 0.09
H 20.77125 -2.71430 -0.86180 0.21 -0.20 -0.27
H 24.00207 -0.68987 -1.43354 -0.13 0.16 0.00
H 22.18747 -2.16593 -5.00439 0.00 -0.65 -0.01
C 18.18752 -9.53396 1.24620 0.49 1.11 -0.52
C 16.67522 -9.37536 1.13620 0.77 -0.50 0.33
C 16.01190 -10.33596 0.15299 0.07 -1.25 -0.14
F 14.82894 -9.90662 -0.30908 0.05 0.34 0.06
F 16.81776 -10.62637 -0.91340 -0.08 0.62 -0.07
F 16.15814 -9.71667 2.35990 -0.33 0.18 -0.03
F 16.41194 -8.08346 0.91375 -0.21 0.06 -0.17
O 18.62446 -10.88028 1.10619 -0.05 -0.25 0.43
C 19.61780 -11.23858 1.96542 -0.98 -0.35 -0.80
C 19.88333 -12.72636 1.73446 0.19 -0.94 0.10
F 20.72815 -13.20937 2.68547 -0.20 0.34 -0.13
F 18.70599 -13.38277 1.83883 -0.07 -0.02 0.23
F 20.73589 -10.52005 1.70896 0.23 0.00 0.46
F 19.23486 -11.04762 3.23432 0.46 0.23 0.34
H 18.44821 -9.07541 2.20192 0.06 -0.26 0.06
H 18.69809 -8.94841 0.47713 -0.35 0.07 -0.12
H 15.87953 -11.28828 0.67426 -0.18 0.12 0.06
H 20.29943 -12.99360 0.76276 0.10 0.51 -0.12
C 26.12347 -4.47835 3.32988 -1.12 -0.43 -0.05
C 27.25607 -3.51815 3.61979 0.17 -0.73 -0.25
C 28.44202 -3.75763 2.67468 -0.12 0.99 -0.75
F 28.66884 -5.06632 2.46512 0.03 -0.30 0.34
F 28.11793 -3.21901 1.45709 0.10 -0.14 0.30
F 26.88447 -2.23205 3.50743 0.07 0.14 0.18
F 27.72472 -3.72271 4.88844 -0.15 0.14 -0.06
O 24.92853 -4.21973 4.05760 0.52 0.49 0.37
C 24.10232 -3.17890 3.67513 0.61 -1.44 0.45
C 22.73141 -3.85568 3.60654 -1.43 0.24 -1.32
F 22.52101 -4.76359 4.57043 0.09 0.22 0.58
F 21.69933 -2.95785 3.61831 0.44 0.09 0.46
F 24.21605 -2.17250 4.54589 -0.35 0.22 -0.06
F 24.40794 -2.72874 2.44738 0.03 0.22 0.14
H 26.42203 -5.47756 3.63976 0.10 0.07 0.07
H 25.81542 -4.55959 2.28819 0.71 0.29 -0.24
H 29.33995 -3.25595 3.04267 0.04 -0.16 0.03
H 22.63990 -4.36680 2.64346 0.41 -0.05 0.08
O 22.35321 -10.08677 -1.95405 0.27 -0.12 -0.07
C 21.52934 -10.82553 -2.41689 -0.04 0.12 0.28
O 20.29079 -10.36632 -2.67565 -0.25 -0.12 0.14
C 19.39262 -11.41563 -3.04443 0.01 -0.58 0.50
C 20.24833 -12.69799 -3.14604 -0.70 -0.83 -1.02
C 21.66677 -12.31075 -2.78236 0.09 1.57 -0.16
H 18.90532 -11.14475 -3.97728 0.12 0.03 -0.09
H 18.61857 -11.54732 -2.29193 0.03 0.41 0.17
H 20.08013 -13.04799 -4.16947 0.79 -0.02 -0.05
H 19.87020 -13.55102 -2.58102 -0.07 0.39 0.49
H 22.38439 -12.29067 -3.60543 -0.09 -0.36 -0.05
H 22.15212 -12.78203 -1.93461 -0.24 -0.38 -0.03
C 23.55142 -12.23811 0.48064 0.43 -1.76 0.73
C 24.64117 -12.73779 1.44582 0.35 0.45 -0.59
C 26.03374 -12.14514 1.13180 -0.34 -0.35 0.31
C 26.36263 -12.28566 -0.28489 0.05 0.23 0.42
N 26.64699 -12.38789 -1.38810 0.04 -0.11 -0.50
H 22.69417 -12.83539 0.80663 -0.51 0.76 -0.08
H 23.74257 -12.59475 -0.52952 0.27 0.51 -0.16
H 23.44860 -11.16257 0.56509 -0.40 0.03 -0.24
H 24.78763 -13.81768 1.40711 -0.45 -0.07 -0.07
H 24.30984 -12.47923 2.45100 0.35 -0.01 0.18
H 26.77580 -12.72753 1.68125 0.14 0.31 0.12
H 26.09579 -11.09422 1.41550 0.12 -0.02 -0.08
C 25.83621 -8.38490 6.25139 1.87 -0.11 0.12
C 25.82984 -8.48331 4.72747 -1.12 0.43 0.46
C 25.46360 -9.88622 4.19874 1.04 0.77 0.26
C 24.21891 -10.38306 4.75904 -0.11 -0.15 -0.40
N 23.21081 -10.76848 5.14897 -0.09 0.01 0.13
H 26.75399 -8.88111 6.60759 -0.45 -0.46 0.12
H 24.97267 -8.80346 6.75776 -0.15 0.07 -0.08
H 26.06165 -7.37338 6.59755 -0.66 0.19 -0.22
H 26.80086 -8.19837 4.32614 0.01 -0.01 -0.06
H 25.08552 -7.76673 4.36639 0.14 -0.06 -0.29
H 26.29625 -10.54173 4.46604 -0.24 -0.31 -0.03
H 25.42685 -9.81737 3.11228 -0.30 -0.26 -0.02
C 20.91976 -5.63753 0.54535 -0.25 0.95 -0.73
C 21.32452 -6.92857 -0.14388 0.57 0.30 -0.47
C 22.11888 -7.87339 0.74503 0.80 -0.81 -0.37
C 23.14068 -7.25619 1.58546 -0.59 0.57 -0.03
N 23.85879 -6.69754 2.28574 0.49 -0.04 -0.15
H 20.22816 -5.10086 -0.11540 -0.33 -0.21 0.25
H 21.76571 -4.94074 0.56059 0.24 -0.30 0.25
H 20.50082 -5.70199 1.54800 -0.01 -0.15 -0.40
H 21.91449 -6.62755 -1.01746 0.31 -0.13 0.19
H 20.54208 -7.51961 -0.62267 -0.44 0.17 0.51
H 22.69117 -8.59071 0.14196 -0.41 -0.09 -0.15
H 21.44644 -8.45686 1.36926 0.08 0.10 0.20
C 20.26371 -8.40508 6.37186 -0.83 -0.59 0.36
C 21.44514 -7.60889 5.84192 -0.18 -0.47 0.01
C 21.63046 -7.76379 4.32645 -0.06 -0.27 0.40
C 20.46495 -7.26546 3.59989 0.52 -0.06 0.20
N 19.55080 -6.87472 3.02981 -0.49 -0.11 0.05
H 20.35705 -8.68097 7.42542 0.22 0.32 0.02
H 20.08689 -9.37056 5.88460 0.37 0.13 -0.28
H 19.31345 -7.87111 6.28883 0.13 0.15 -0.11
H 22.35786 -7.98277 6.30783 0.06 0.22 0.02
H 21.28715 -6.56211 6.09650 0.34 0.07 0.00
H 21.73621 -8.82622 4.08690 -0.07 -0.03 0.04
H 22.55009 -7.28786 3.98669 -0.35 0.22 0.06
C 20.66302 -8.75152 -5.63772 -0.33 0.49 0.09
C 20.74065 -7.26042 -5.27048 -0.18 -0.23 0.07
C 20.77484 -7.01275 -3.76115 -0.47 -0.12 0.17
C 19.45092 -7.08676 -3.11547 0.18 -0.26 -0.05
N 18.46850 -7.10156 -2.52054 -0.10 -0.05 -0.09
H 20.09644 -9.31437 -4.89694 -0.24 0.09 -0.09
H 21.64221 -9.22680 -5.68988 0.07 0.13 -0.15
H 20.15446 -8.78479 -6.60004 0.16 -0.53 -0.07
H 19.86843 -6.73571 -5.66231 0.06 -0.01 -0.16
H 21.61934 -6.84216 -5.76036 0.03 0.21 0.19
H 21.08164 -5.99949 -3.50745 0.58 -0.16 -0.11
H 21.38312 -7.78387 -3.28051 0.25 0.32 0.16


Entry 2:
106
Properties=species:S:1:pos:R:3:forces:R:3 method="wB97M-V/def2-TZVPD" homo_energy_ev=-5.44 lumo_energy_ev=2.1812 charge=-1 total_energy_ev=-126633.8312
C -2.62382 3.55288 -2.20734 0.18 0.07 0.44
C -1.03483 3.45162 -1.90592 -1.37 -0.56 -0.15
C -0.56101 1.99939 -2.37093 1.49 0.18 -0.43
C 0.35195 1.21348 -1.32264 -0.08 -0.45 -0.96
Ga -0.43950 0.98120 0.56320 0.54 -0.33 -0.31
S -2.50677 1.93540 0.88938 -0.95 -0.21 -0.10
C 0.80194 1.65579 2.06576 0.46 0.13 -0.84
C 1.85286 2.72103 1.52276 0.36 -0.34 2.96
O 2.71564 3.17856 2.30630 -1.78 -0.78 -2.79
C -0.69635 -1.08239 0.88506 -0.36 2.57 0.05
F -1.00764 -1.74782 -0.33280 0.51 -0.43 2.45
F -1.77229 -1.24160 1.81524 2.11 -1.29 -1.59
F 0.52767 -1.57701 1.45752 -2.21 -0.79 -0.85
H -2.79003 4.00008 -3.23925 0.06 -0.37 1.29
H -3.11872 2.52183 -2.19201 0.84 1.35 0.03
H -3.15261 4.13876 -1.38202 0.66 -0.52 -1.34
H -0.51451 4.27787 -2.48637 -0.48 -1.04 0.66
H -0.84906 3.63520 -0.79310 -0.25 -0.42 -1.55
H 0.07242 2.15241 -3.31720 -0.88 -0.29 1.09
H -1.41351 1.31613 -2.70176 0.87 1.08 0.67
H 0.48639 0.15581 -1.75104 -0.05 1.34 0.56
H 1.39645 1.66200 -1.28319 -1.18 -0.39 -0.12
H -3.46244 1.16721 0.24708 1.00 0.37 0.37
H 0.14958 2.06431 2.89741 1.11 -0.33 -0.79
H 1.40537 0.75603 2.43456 -0.77 1.31 -0.22
H 1.77729 3.02869 0.43085 0.29 -0.11 1.04
N 0.06070 4.57687 6.64612 -0.01 0.08 0.04
C 0.76836 3.52775 7.16985 -0.02 -0.07 0.08
C 1.44432 2.91711 6.14219 -0.05 0.01 0.23
C 1.13876 3.62627 4.95361 -0.15 0.27 -0.21
C 0.28546 4.64664 5.29524 0.05 -0.09 -0.01
H -0.53043 5.19860 7.16989 0.09 -0.08 -0.08
H 0.72850 3.30632 8.22528 0.05 0.01 -0.07
H 2.08838 2.05568 6.23527 -0.06 0.05 -0.01
H 1.50433 3.41217 3.95746 0.01 0.09 0.41
H -0.18122 5.41307 4.69611 0.03 -0.09 0.01
N 0.12133 0.71102 9.61910 0.09 -0.14 -0.08
C 0.86498 -0.18607 10.33922 0.01 -0.04 0.11
C 1.11391 -1.26979 9.53488 0.06 0.04 0.21
C 0.50212 -1.01397 8.28125 -0.11 0.09 -0.06
C -0.09969 0.21629 8.36260 -0.15 0.00 -0.09
H -0.21028 1.59666 9.96037 0.04 -0.11 -0.07
H 1.15028 0.02345 11.35833 0.00 -0.05 -0.08
H 1.67497 -2.14855 9.81626 0.00 0.09 0.00
H 0.50292 -1.65825 7.41518 -0.02 0.16 -0.01
H -0.66530 0.78033 7.63754 0.10 -0.06 0.01
N -0.56009 5.69197 -6.82131 -0.10 0.01 0.09
C -0.43242 5.60069 -5.45858 0.05 0.02 0.15
C -1.17985 6.60474 -4.89651 0.12 -0.18 0.05
C -1.78564 7.32548 -5.95674 -0.02 0.02 -0.24
C -1.38786 6.73833 -7.13184 -0.05 0.09 -0.08
H -0.11627 5.08557 -7.48963 -0.01 0.24 -0.02
H 0.17841 4.83252 -5.00962 -0.03 0.11 0.04
H -1.28103 6.79876 -3.83953 0.01 -0.06 -0.07
H -2.44079 8.17886 -5.86891 0.04 -0.07 -0.02
H -1.62014 6.97407 -8.15870 0.01 0.00 0.09
N 2.25261 -2.61365 -1.00471 0.07 -0.04 -0.15
C 2.76579 -2.06488 -2.14771 0.04 -0.02 0.08
C 2.68703 -3.00758 -3.14370 0.09 0.21 -0.03
C 2.09835 -4.16688 -2.58066 -0.10 -0.17 0.12
C 1.83866 -3.89234 -1.26015 0.00 0.04 0.08
H 2.18760 -2.14801 -0.11338 -0.17 -0.03 -0.11
H 3.14293 -1.05404 -2.15415 -0.06 -0.07 -0.03
H 3.01497 -2.87668 -4.16391 -0.04 0.00 0.07
H 1.88724 -5.09797 -3.08526 -0.01 0.07 0.04
H 1.39704 -4.49579 -0.48194 0.04 0.04 -0.05
N -3.24233 -0.72181 -4.00904 0.04 -0.09 -0.08
C -2.49882 -1.61773 -3.28880 -0.01 0.04 0.15
C -2.24308 -2.69933 -4.09341 0.06 0.01 0.19
C -2.85092 -2.44553 -5.34898 -0.12 0.13 -0.15
C -3.45780 -1.21609 -5.26823 -0.06 0.02 -0.06
H -3.57764 0.16290 -3.66627 0.09 -0.10 -0.01
H -2.21707 -1.40881 -2.26822 0.02 -0.03 -0.09
H -1.67976 -3.57587 -3.81015 -0.02 0.07 -0.01
H -2.84414 -3.09011 -6.21506 0.00 0.06 0.06
H -4.02311 -0.65294 -5.99465 0.04 -0.07 0.04
N 1.77276 -4.34492 7.00870 0.11 -0.07 -0.06
C 2.48022 -5.39316 7.53306 -0.03 -0.04 0.06
C 3.15780 -6.00221 6.50610 0.00 -0.04 0.23
C 2.85206 -5.29117 5.31870 -0.09 0.16 -0.12
C 1.99776 -4.27248 5.66033 -0.05 0.03 -0.03
H 1.18019 -3.72360 7.53313 0.08 -0.07 -0.06
H 2.43926 -5.61525 8.58807 0.01 -0.01 -0.09
H 3.80280 -6.86288 6.59888 -0.05 0.07 0.01
H 3.21718 -5.50115 4.32490 -0.04 0.04 0.07
H 1.53100 -3.50535 5.06188 0.05 -0.07 0.01
N -1.85114 -5.68070 -1.37355 -0.07 -0.12 0.01
C -3.17041 -5.89619 -1.66495 0.01 0.08 0.00
C -3.31041 -7.20466 -2.05669 -0.14 0.14 0.03
C -2.02670 -7.80273 -1.99322 0.22 -0.03 0.04
C -1.14713 -6.83821 -1.56586 0.04 0.04 -0.02
H -1.45891 -4.80513 -1.06454 -0.04 -0.05 -0.06
H -3.89343 -5.10120 -1.57034 0.06 -0.06 -0.04
H -4.23332 -7.67891 -2.35456 0.06 0.05 0.02
H -1.77459 -8.82476 -2.23305 0.00 0.08 0.02
H -0.08425 -6.87567 -1.38395 -0.08 -0.01 -0.04
N 0.75442 2.72737 -6.58902 0.13 -0.14 -0.10
C 2.00363 3.01889 -7.07168 0.07 0.08 -0.04
C 2.82313 1.95327 -6.79310 0.01 0.21 -0.12
C 2.03846 0.98115 -6.12256 -0.19 -0.06 0.05
C 0.76703 1.48579 -6.01419 -0.08 -0.12 0.05
H -0.04711 3.33026 -6.64804 -0.02 -0.27 0.13
H 2.20077 3.95690 -7.56838 0.05 -0.06 0.05
H 3.87046 1.88058 -7.04427 -0.08 0.02 0.02
H 2.36774 0.01928 -5.76005 -0.06 0.08 0.00
H -0.12802 1.07058 -5.57730 0.10 -0.01 0.01